Record 1
The following is a DFT calculation (ωB97M-V with the def2-TZVPD basis set) of C15H19N3OS in the gas phase in a non-equilibrium geometry.

The geometry in XYZ format:
```
39
Properties=species:S:1:pos:R:3:forces:R:3:lowdin_charge:R:1
C -0.49306 3.15729 -0.32503 -0.25 -0.13 -0.14 -0.0735
C -1.78578 2.61650 -0.92828 0.12 0.23 -0.08 -0.2366
N -1.98852 1.20814 -0.65967 -0.07 0.00 0.26 0.0649
C -1.54016 0.28186 -1.56806 -0.31 -0.01 0.18 -0.5256
O -1.09507 0.60203 -2.65386 0.24 0.21 -0.36 0.0560
N -1.67013 -1.03520 -1.20877 -0.01 -0.21 -0.08 -0.0722
C -1.20146 -2.05487 -2.12097 0.19 0.01 -0.27 -0.1228
C -0.08785 -2.88599 -1.45847 0.02 0.04 0.07 -0.1170
C -0.15356 -2.69847 0.06352 -0.12 -0.47 -0.17 -0.3021
C 0.49144 -1.40939 0.44344 -0.07 0.23 0.71 -0.5035
N 1.44232 -0.85781 -0.19757 0.17 -0.55 -0.80 0.1317
C 1.88688 0.29143 0.38512 -0.13 0.65 0.87 -0.3094
C 2.89670 1.11657 -0.09821 -0.05 -0.05 0.01 -0.0151
C 3.22898 2.24803 0.61686 0.07 0.01 -0.09 -0.0862
C 2.57566 2.56761 1.80482 -0.07 0.06 0.14 -0.0925
C 1.56866 1.76358 2.30326 0.04 0.06 0.07 -0.1105
C 1.22789 0.62979 1.58738 0.08 -0.20 -0.26 -0.4753
S 0.01221 -0.56188 1.93632 0.28 -0.04 -0.29 1.0928
C -1.61312 -2.75966 0.51930 0.14 0.12 -0.02 -0.1466
C -2.39831 -1.57915 -0.08855 -0.35 0.10 0.12 -0.1592
H -0.38344 4.21198 -0.56166 0.05 0.16 0.01 0.0732
H 0.36049 2.61928 -0.73058 0.12 -0.04 -0.01 0.0695
H -0.49351 3.04342 0.75802 0.04 0.02 0.08 0.0631
H -1.76134 2.72376 -2.01411 -0.11 0.06 0.15 0.1131
H -2.64721 3.16288 -0.53082 0.06 0.00 -0.12 0.1115
H -1.99511 0.96202 0.31745 0.01 -0.13 -0.09 0.0973
H -2.04748 -2.69666 -2.39550 0.01 0.04 -0.03 0.1267
H -0.83845 -1.55029 -3.01614 -0.12 -0.15 0.08 0.1200
H 0.89059 -2.55947 -1.80627 -0.03 -0.08 -0.03 0.1047
H -0.21229 -3.94075 -1.70445 0.03 -0.04 0.02 0.1141
H 0.41147 -3.50217 0.55255 -0.05 0.10 -0.03 0.1514
H 3.39292 0.85806 -1.01952 0.07 -0.02 -0.12 0.1151
H 4.00902 2.89900 0.25204 0.07 0.05 -0.04 0.1021
H 2.85810 3.45815 2.34554 0.03 0.08 0.04 0.1025
H 1.06034 2.00768 3.22355 -0.02 0.07 0.09 0.1077
H -1.67553 -2.72863 1.60807 -0.09 -0.10 0.03 0.0965
H -2.03383 -3.70921 0.18670 0.00 -0.02 0.07 0.1188
H -3.38641 -1.92460 -0.42680 0.05 0.06 0.10 0.1276
H -2.56559 -0.81548 0.66954 -0.02 -0.09 -0.09 0.0883
```
Positions in Å, forces in eV/Å.

Calculated values
HOMO energy ... -8.539 eV
E_tot ... -1220.736782 Eh
M ... 289.4 g/mol
Total charge ... 0
SMILES ... CCNC(=O)N1CCC(c2nc3ccccc3s2)CC1
Largest force on an atom ... 1.093 eV/Å
Energy relative to the best compared isomer or geometry (same formula, charge and spin) ... 0.00 kJ/mol

Record 2
The following is a DFT calculation (ωB97M-V with the def2-TZVPD basis set) of 2 unconnected molecules or ions with the total composition C15H19N5O5S in a non-equilibrium geometry.

The geometry in XYZ format:
```
45
Properties=species:S:1:pos:R:3:forces:R:3:lowdin_charge:R:1
N -6.09421 -1.88389 0.06538 -0.03 0.37 -1.15 0.0850
C -5.06510 -1.08666 0.47454 -0.85 -0.69 1.34 -0.6906
N -4.75706 -1.16491 1.73644 0.76 0.72 -0.43 0.0978
C -3.71925 -0.28315 1.99452 -0.26 -0.54 0.53 -0.3238
C -3.12045 -0.10633 3.23999 0.75 0.62 0.13 0.0064
C -2.06731 0.80942 3.38125 -0.44 -0.31 -0.23 0.0049
C -1.60482 1.55424 2.27512 -1.38 -0.51 -0.90 -0.1432
C -0.45118 2.45756 2.40589 2.11 0.32 0.58 -0.4537
O 0.12381 2.62371 3.47121 -0.28 -0.11 0.17 0.0627
N 0.10218 3.00231 1.26981 -0.59 -0.39 -1.04 0.0690
C 1.51164 3.37401 1.12341 0.11 -0.35 0.23 -0.0601
C 1.97304 3.05660 -0.30545 -1.58 -0.24 -0.40 -0.4763
O 1.12644 2.97346 -1.18315 1.18 -0.10 0.32 0.0771
O 3.27849 2.80490 -0.52277 -0.73 0.51 0.51 0.1214
C -2.23735 1.36937 1.02751 0.00 -0.16 0.32 -0.0353
C -3.27653 0.45347 0.90436 0.84 0.84 -0.07 -0.4824
S -4.17387 0.04458 -0.52891 -0.28 -0.39 0.16 1.0769
H -6.60956 -2.29303 0.83884 0.10 0.20 -0.37 0.1083
H -6.61283 -1.56595 -0.74524 -0.03 -0.35 0.31 0.0935
H -3.47509 -0.68975 4.08315 0.07 0.09 -0.09 0.1151
H -1.59660 0.93211 4.35423 0.00 0.10 -0.29 0.1195
H -0.39158 2.81720 0.39970 0.60 0.26 0.26 0.0967
H 1.65003 4.43993 1.32468 0.20 -0.04 -0.08 0.1376
H 2.13795 2.81518 1.82648 -0.19 0.14 0.08 0.1330
H 3.36926 2.67248 -1.47957 0.05 0.01 -0.01 0.1240
H -1.93749 1.91098 0.13591 -0.01 -0.01 0.13 0.1096
C 2.10905 -3.79883 -3.68239 0.19 0.57 -0.13 -0.0549
N 2.49295 -2.71030 -2.78708 -0.08 -0.61 0.96 0.0236
C 2.91843 -1.50689 -3.18840 -0.33 0.45 -1.18 -0.4915
O 3.00164 -1.19300 -4.37210 0.15 -0.06 0.30 0.0372
C 3.28589 -0.47997 -2.11000 -0.23 -0.46 0.60 -0.0540
N 2.27594 -0.30019 -1.05595 0.26 0.87 -1.01 0.0826
C 2.05205 -1.15547 -0.05922 -0.25 -0.84 0.90 -0.5457
C 0.99521 -0.76199 0.94504 0.10 -0.06 -0.13 0.0246
O 2.64447 -2.22079 0.05153 0.31 -0.16 -0.21 0.0333
H 1.93175 -4.70978 -3.10877 0.05 0.23 0.05 0.0842
H 2.90657 -3.97981 -4.40598 -0.12 -0.01 0.00 0.0851
H 1.20027 -3.52833 -4.22236 0.04 -0.10 -0.08 0.0840
H 2.47747 -2.87989 -1.78591 0.12 0.01 -0.12 0.0978
H 4.22223 -0.79969 -1.65068 0.03 0.00 0.11 0.1336
H 3.45917 0.47486 -2.60517 -0.15 -0.17 -0.05 0.1169
H 1.70981 0.53402 -1.09179 -0.01 -0.09 -0.13 0.1135
H 0.82970 -1.59405 1.62888 0.06 0.12 -0.10 0.0935
H 0.06674 -0.53237 0.42590 -0.13 0.18 0.09 0.0818
H 1.33813 0.10461 1.50713 -0.15 0.14 0.09 0.0815
```
Positions in Å, forces in eV/Å.

Calculated values
HOMO energy ... -8.680 eV
E_tot ... -1631.268103 Eh
M ... 381.4 g/mol
Total charge ... 0
SMILES ... Nc1nc2ccc(C(=O)NCC(=O)O)cc2s1.CNC(=O)CNC(C)=O
Largest force on an atom ... 2.214 eV/Å

Record 3
The following is a DFT calculation (ωB97M-V with the def2-TZVPD basis set) of C15H19NO5 in the gas phase.

The geometry in XYZ format:
```
40
Properties=species:S:1:pos:R:3:forces:R:3:lowdin_charge:R:1
C -1.88711 -1.92153 4.13575 -0.07 0.24 -0.09 -0.1091
C -1.80570 -0.40959 3.95986 0.11 -0.07 0.19 -0.2578
C -0.52335 0.19270 4.53537 0.01 0.02 -0.48 -0.1779
C 0.72429 -0.17421 3.73345 0.08 0.08 0.73 -0.1651
O 0.62923 0.26099 2.37956 -0.12 -0.10 -0.34 -0.0088
C 0.92482 1.54317 2.13287 0.15 0.21 0.25 -0.4434
O 1.28516 2.32254 2.98236 -0.06 -0.11 -0.09 0.1146
C 0.77060 1.89187 0.69842 -0.05 0.12 -0.36 -0.1195
C 1.04147 3.19993 0.30198 0.01 -0.10 0.18 -0.0185
C 0.90652 3.55313 -1.02680 0.00 -0.09 0.13 -0.0590
C 0.50430 2.62190 -1.96893 -0.03 -0.02 -0.17 0.0012
C 0.23265 1.31215 -1.57784 0.15 0.42 0.13 -0.1947
N -0.18739 0.32218 -2.46976 -0.10 -0.28 0.35 0.1384
C -0.26415 0.37615 -3.82284 -0.32 -0.50 -0.10 -0.4688
O 0.01383 1.33669 -4.50741 0.11 0.25 -0.18 0.0712
C -0.73841 -0.93850 -4.44396 0.17 0.06 -0.05 -0.0875
C 0.41867 -1.93130 -4.59865 -0.24 0.11 0.07 -0.0902
C 0.76435 -2.64666 -3.30655 -0.07 0.24 -0.51 -0.5118
O 0.18570 -2.48824 -2.26749 0.07 -0.22 0.15 0.1078
O 1.78170 -3.51230 -3.39388 0.28 -0.34 0.28 0.1281
C 0.36635 0.95136 -0.23996 0.05 0.13 0.01 0.0548
H -1.10542 -2.42447 3.57270 0.08 -0.14 -0.04 0.0649
H -2.84694 -2.28926 3.78049 -0.05 -0.13 -0.02 0.0686
H -1.78484 -2.18954 5.18540 0.01 -0.09 0.11 0.0729
H -2.65870 0.05270 4.46155 -0.02 0.04 -0.08 0.1056
H -1.87018 -0.16161 2.89839 -0.09 0.08 0.01 0.1045
H -0.60812 1.28116 4.54776 0.07 -0.02 0.10 0.1117
H -0.37920 -0.14743 5.56244 0.03 0.02 0.07 0.1177
H 0.85957 -1.25529 3.67666 0.03 0.10 -0.02 0.1227
H 1.60526 0.28608 4.19377 -0.10 -0.16 -0.10 0.1269
H 1.35393 3.91402 1.04785 0.02 0.05 0.06 0.1167
H 1.11495 4.56502 -1.33973 0.01 0.08 -0.03 0.1068
H 0.40219 2.89880 -3.00494 0.00 -0.01 -0.01 0.1000
H -0.35658 -0.58487 -2.04390 0.00 0.14 -0.27 0.1146
H -1.52525 -1.38496 -3.83494 0.00 -0.02 -0.06 0.1239
H -1.13801 -0.70143 -5.43029 0.03 0.04 0.12 0.1236
H 1.30768 -1.40996 -4.96675 0.01 -0.10 -0.04 0.1379
H 0.14950 -2.69509 -5.33558 0.10 0.02 0.02 0.1308
H 2.17488 -3.55380 -4.27582 -0.20 0.16 0.05 0.1206
H 0.16176 -0.06250 0.06937 -0.02 -0.10 0.03 0.1257
```
Positions in Å, forces in eV/Å.

Calculated values
HOMO energy ... -8.590 eV
E_tot ... -1014.010908 Eh
M ... 293.3 g/mol
Total charge ... 0
SMILES ... CCCCOC(=O)c1cccc(NC(=O)CCC(=O)O)c1
Largest force on an atom ... 0.739 eV/Å
Energy relative to the best compared isomer or geometry (same formula, charge and spin) ... 20.81 kJ/mol

Record 4
The following is a DFT calculation (ωB97M-V with the def2-TZVPD basis set) of a molecular structure, C15H20AlI2N3O in a non-equilibrium geometry.

The geometry in XYZ format:
```
42
Properties=species:S:1:pos:R:3:forces:R:3:lowdin_charge:R:1
C -1.55041 -3.63857 2.66229 0.97 2.95 0.44 -0.7453
I -2.42402 -5.08979 1.60507 -1.19 -2.05 -1.08 0.6709
H -0.87702 -3.13309 1.92889 -0.21 -0.28 1.01 -0.0007
H -2.30078 -2.90880 2.99273 0.13 -0.19 -0.30 -0.0033
H -1.05459 -3.95670 3.56799 0.37 -0.38 -0.16 -0.0087
C -1.21155 -1.93951 -2.88560 0.18 -1.37 -0.44 -0.1375
C 0.69243 -1.37659 -1.80119 1.67 3.72 0.39 -0.4200
N -0.72146 -1.28685 -1.79775 -1.70 -0.09 1.63 -0.1456
H -0.30086 -3.36767 -4.27482 0.35 0.33 0.32 0.0807
I 3.10969 0.83725 -3.14119 1.47 0.74 -1.31 0.2659
N 0.95599 -2.36430 -2.77938 0.97 -1.29 -1.19 -0.1488
H -2.28017 -1.91515 -3.06542 0.29 -0.10 -0.32 0.0863
Al 1.60192 0.59054 -1.22132 -1.12 -1.97 0.92 -0.3721
C 1.62963 -1.75027 -0.70921 -0.03 -1.90 4.14 -0.2317
O 2.37005 -0.89189 -0.14057 -0.69 0.74 -1.83 -0.1238
C -0.20795 -2.67807 -3.43250 -1.76 0.10 -0.87 -0.1365
C 2.03182 -3.32693 -2.54782 -0.21 -0.52 -0.20 -0.1209
H 1.90401 -4.16572 -3.27022 0.16 0.52 0.28 0.0727
H 2.03889 -3.67532 -1.47454 -0.06 0.13 -1.31 0.0582
H 2.98001 -2.79554 -2.72030 0.07 -0.39 0.00 0.0648
C -1.63739 -0.58912 -0.90757 0.35 -0.46 -0.84 -0.0524
H -2.62734 -0.96642 -1.22702 0.22 0.29 0.50 0.0696
H -1.60279 0.50173 -1.07483 0.10 -0.20 0.42 0.0626
H -1.45215 -0.86176 0.14143 -0.06 0.41 -0.25 0.0816
C 0.57321 0.69917 2.97191 0.23 -0.24 0.14 -0.0808
C 0.27763 2.00925 2.33817 -0.45 0.86 -0.08 -0.2474
C 0.10354 3.12639 3.13764 -0.28 0.37 -0.45 -0.1199
C -0.18514 4.37548 2.56711 -0.01 0.51 0.65 -0.1801
C -0.35582 4.51394 1.18748 -0.18 -0.37 0.10 -0.1186
C -0.21554 3.41928 0.35916 -0.19 0.49 0.97 -0.2637
C -0.35939 3.52554 -1.11134 0.01 0.26 -0.29 -0.1001
C 0.25045 2.17478 0.90150 0.50 0.71 -0.18 -0.3513
N 0.75439 1.32816 0.05820 0.02 -0.84 -0.08 0.0115
H 0.92372 0.00648 2.20894 0.07 -0.19 0.07 0.0527
H -0.30843 0.29015 3.48516 0.01 -0.08 -0.17 0.0622
H 1.33756 0.83287 3.74785 0.07 -0.22 -0.11 0.0646
H 0.20538 3.04459 4.23034 -0.04 0.00 -0.40 0.0902
H -0.28233 5.24870 3.20951 0.00 -0.05 -0.02 0.0547
H -0.59650 5.48260 0.74631 -0.01 -0.03 0.16 0.0836
H -0.76385 4.51053 -1.35712 -0.04 0.07 -0.15 0.0582
H 0.61394 3.40631 -1.60978 -0.24 -0.05 -0.06 0.0568
H -1.03874 2.75431 -1.49820 0.26 0.07 -0.05 0.0617
```
Positions in Å, forces in eV/Å.

Calculated values
HOMO energy (spin up / spin down) ... 1.786 / 1.787 eV
E_tot ... -1660.793092 Eh
M ... 539.1 g/mol
Total charge ... -2
Largest force on an atom ... 4.551 eV/Å